DFT (ωB97M-V/def2-TZVPD) results for 9 unconnected molecules or ions with the total composition C49H46Cl4F2O12.

Each line ends with the Mulliken charge.
Positions of all 113 atoms, in Å:
Cl -8.53326 -0.03264 0.23108  -0.12
C -7.14112 0.26478 1.33851  0.34
Cl -7.36950 -0.68066 2.81232  -0.11
Cl -5.70904 -0.28438 0.51240  -0.07
Cl -6.91168 1.93230 1.81310  -0.05
O 1.23349 -0.46231 7.25179  -0.58
C 0.22859 -0.04515 6.41133  0.55
C -0.67376 -0.98550 5.98403  -0.20
C -1.68791 -0.63588 5.11087  -0.71
C -1.74879 0.61804 4.54448  0.53
O -2.79051 0.98736 3.72832  -0.58
C -0.85006 1.59896 5.01257  -0.48
C 0.13435 1.26246 5.93984  -0.65
H 1.43853 0.19409 7.92396  0.33
H -0.59136 -1.96881 6.42893  0.43
H -2.39131 -1.41193 4.82706  0.36
H -2.66397 1.91450 3.46230  0.26
H -0.86503 2.60540 4.61126  0.56
H 0.85892 2.01026 6.23837  0.32
O 1.58052 4.92517 -1.90985  -0.63
C 2.18089 3.71217 -2.06622  0.12
C 1.92066 2.93554 -3.19068  -0.98
C 2.55092 1.72029 -3.38490  -0.21
C 3.51057 1.31929 -2.48450  0.66
O 4.30939 0.23100 -2.76632  -0.57
C 3.66648 2.01616 -1.28563  -0.40
C 2.97426 3.19509 -1.04056  -0.48
H 1.46386 5.19539 -0.99553  0.29
H 1.31641 3.47921 -3.90899  0.43
H 2.22429 1.22296 -4.28980  0.41
H 4.81231 -0.06956 -2.00262  0.27
H 4.44159 1.70432 -0.59330  0.41
H 3.05278 3.67075 -0.07266  0.62
O 0.51633 -1.95844 2.69138  -0.67
C 1.80267 -1.56563 2.53155  0.23
C 2.39756 -0.57652 3.29129  0.04
C 3.70739 -0.21236 2.98945  -0.28
C 4.41091 -0.83230 1.97681  0.60
O 5.68799 -0.41162 1.66657  -0.59
C 3.84143 -1.88536 1.24404  -0.69
C 2.54082 -2.25104 1.56339  -0.55
H -0.09643 -1.36742 3.13797  0.13
H 1.80678 -0.06789 4.04353  0.02
H 4.09017 0.57086 3.63716  0.30
H 6.05967 0.04258 2.42799  0.29
H 4.39007 -2.39496 0.46678  0.58
H 2.11012 -3.06049 0.98860  0.47
O 4.43153 -6.49821 -3.58082  -0.55
C 3.96425 -5.22704 -3.74538  0.79
C 2.61521 -4.96466 -3.51240  -0.88
C 2.14090 -3.67871 -3.74473  0.03
C 3.01003 -2.66683 -4.11444  0.59
O 2.53722 -1.36678 -4.19770  -0.51
C 4.34462 -2.94653 -4.39690  -0.73
C 4.81751 -4.22859 -4.22935  -0.62
H 5.31863 -6.58561 -3.93782  0.29
H 1.96007 -5.80363 -3.32658  0.48
H 1.07220 -3.50144 -3.78371  0.19
H 3.30089 -0.80926 -3.94305  0.12
H 4.97112 -2.12832 -4.73208  0.49
H 5.86288 -4.46579 -4.39082  0.27
O -3.29050 3.24339 3.27438  -0.45
C -3.50314 3.49173 1.93208  0.46
C -4.66992 4.06158 1.45470  -1.13
C -4.84571 4.20404 0.07440  -0.68
C -3.95976 3.57118 -0.76918  0.43
O -4.11480 3.69442 -2.13050  -0.57
C -2.78061 3.00489 -0.29774  -1.26
C -2.53752 2.98590 1.06708  1.58
H -3.90991 3.67844 3.86521  0.26
H -5.38349 4.58237 2.08552  0.55
H -5.70990 4.71390 -0.32786  0.31
H -5.01496 3.87695 -2.40323  0.30
H -1.96805 2.56401 -0.86268  0.64
H -1.77880 2.38840 1.55620  -0.35
O -0.80883 0.54101 1.58758  0.18
C -0.66491 0.08968 0.28851  -0.13
C -1.84485 -0.17584 -0.41121  -1.46
C -1.75355 -0.54881 -1.75043  -0.69
C -0.52038 -0.64600 -2.36514  0.22
O -0.38520 -0.96753 -3.68633  -0.68
C 0.60497 -0.20496 -1.67388  -0.10
C 0.55579 0.12398 -0.32445  0.20
H -1.66397 0.31948 1.97563  0.17
H -2.79057 -0.24184 0.11005  0.19
H -2.62188 -0.90270 -2.29584  0.46
H 0.52108 -1.25524 -3.87520  0.17
H 1.58296 -0.15068 -2.12847  0.74
H 1.34454 0.62029 0.22940  0.68
F -0.17632 5.58798 0.87231  -0.44
C 0.28021 4.71212 1.78384  -0.19
C 0.40751 5.09938 3.10483  -0.74
C 0.96461 4.15750 3.98261  -0.91
C 1.44325 2.93633 3.56567  -0.81
C 1.22987 2.51423 2.25799  1.17
C 0.65992 3.44125 1.39158  0.06
H 0.09724 6.05683 3.49532  0.48
H 1.06245 4.38770 5.03711  0.35
H 1.94904 2.31833 4.29909  0.69
H 1.40436 1.50270 1.92474  -0.82
H 0.57493 3.06551 0.37599  1.18
F -0.69349 -5.70152 -6.21822  -0.29
C -1.79615 -5.51817 -5.49513  0.08
C -1.95400 -4.36282 -4.73406  -0.06
C -3.14666 -4.12567 -4.04785  -0.30
C -4.17006 -5.05716 -4.14503  -0.50
C -3.96582 -6.29751 -4.76850  -0.58
C -2.80039 -6.47672 -5.47828  -0.22
H -1.20856 -3.57651 -4.74960  0.50
H -3.32028 -3.23428 -3.46374  0.31
H -5.09941 -5.00357 -3.58893  0.33
H -4.80197 -6.97981 -4.80185  0.36
H -2.61240 -7.40483 -6.01021  0.37

LUMO energy   0.17 eV
SMILES   ClC(Cl)(Cl)Cl.Oc1ccc(O)cc1.Oc1ccc(O)cc1.Oc1ccc(O)cc1.Oc1ccc(O)cc1.Oc1ccc(O)cc1.Oc1ccc(O)cc1.Fc1ccccc1.Fc1ccccc1
HOMO   -7.87 eV
Electronic energy   -131651.593 eV
Spin multiplicity   1

DFT (ωB97M-V/def2-TZVPD) results for a molecular structure, C49H47F3GeN6O7S2SnTe.

Each line ends with the Mulliken charge.
Positions of all 117 atoms, in Å:
Sn -1.26478 -0.47349 -0.53096  0.32
C 3.08433 -1.19990 -0.56373  -1.21
O 2.47498 0.03862 -0.36265  0.78
C 3.24903 1.07351 -0.01326  0.98
C 4.63219 1.03664 0.16799  -0.74
C 5.39225 2.18308 0.48318  -0.96
C 4.71814 3.38467 0.58571  -0.75
C 3.32754 3.43629 0.48872  -0.52
C 2.56683 2.29429 0.20730  0.00
N 1.17101 2.29540 0.04912  0.43
N 0.63964 3.18237 0.77987  -0.25
C -0.72056 3.46019 0.76071  -0.97
C -1.73399 2.63122 0.24999  -0.24
O -1.51183 1.57666 -0.45202  0.70
C -3.13637 3.02872 0.39814  -0.47
C -3.45237 4.24939 0.88033  -0.95
C -2.47046 5.13513 1.38133  1.06
C -2.80591 6.37944 1.93775  -0.98
C -1.81435 7.24199 2.30126  -0.61
C -0.46911 6.83690 2.22452  -0.61
C -0.12584 5.61533 1.78114  -0.75
C -1.11081 4.72323 1.33729  0.73
H 3.66077 -1.22056 -1.49308  0.31
H 2.27973 -1.92858 -0.62351  0.32
H 3.74400 -1.42696 0.27116  0.17
H 5.18293 0.09960 0.10369  0.36
H 6.48495 2.17431 0.56119  0.35
H 5.24634 4.30151 0.76808  0.36
H 2.75524 4.34556 0.57742  0.38
H -3.87318 2.24221 0.15949  0.34
H -4.49806 4.49753 0.92748  0.30
H -3.85483 6.61869 2.09080  0.37
H -2.04586 8.17756 2.68721  0.46
H 0.32824 7.48821 2.53111  0.40
H 0.88231 5.28493 1.79272  0.46
N -0.29407 -5.18224 0.31226  -0.68
C 0.77790 -4.99393 0.67610  0.35
N 2.05737 -4.85424 1.01714  0.35
C 3.07127 -5.24962 0.06170  -0.71
C 4.40870 -4.58959 0.41330  0.05
O 4.79788 -4.84912 1.76408  -0.47
C 3.75821 -4.31532 2.62474  -0.49
C 2.44659 -5.04364 2.44315  0.04
H 2.81938 -4.95652 -0.95702  0.48
H 3.26614 -6.32825 0.07041  0.34
H 4.35365 -3.54914 0.22993  -0.29
H 5.18921 -4.95966 -0.23706  0.40
H 3.61466 -3.27094 2.40135  0.12
H 4.07812 -4.44449 3.66964  0.37
H 1.70102 -4.57570 3.07593  -0.22
H 2.58220 -6.09675 2.66404  0.31
O -5.08255 -1.47352 0.37014  -0.52
C -4.28409 -1.29310 -0.46024  0.51
S 0.09012 -3.33397 4.86018  -0.44
C -1.48142 -3.48960 4.31371  0.20
N -1.87494 -2.62762 3.28105  0.39
C -3.10666 -2.63618 2.78282  -0.03
C -4.02995 -3.53060 3.23547  -0.58
C -3.60513 -4.36684 4.24716  -0.13
N -2.38219 -4.39324 4.73569  -0.58
H -1.16325 -1.98404 2.93334  -0.08
H -3.34782 -1.88991 2.05060  0.33
H -4.99984 -3.53828 2.80913  0.49
H -4.32461 -5.09132 4.64592  0.36
C 3.97402 1.31389 3.79476  -0.82
Te 2.85080 -0.45899 3.63036  0.20
C 0.99837 0.54561 3.39713  -0.41
H 3.82281 1.92099 2.91385  0.07
H 4.99932 1.02041 3.90655  0.34
H 3.61323 1.86316 4.70404  0.33
H 0.93457 1.33806 4.11216  0.44
H 0.17166 -0.11692 3.55003  -0.03
H 0.93268 0.99433 2.39170  0.05
C -3.34186 -1.08591 -1.31088  -0.81
Ge -0.62926 -0.25919 -3.26869  1.29
C -1.34540 -1.90126 -4.09664  -0.27
C -2.00428 -1.90743 -5.33000  -0.11
C -2.64976 -3.05465 -5.81581  -0.58
C -2.58131 -4.22878 -5.08717  -0.34
C -2.05786 -4.21525 -3.81221  -0.69
C -1.43156 -3.07221 -3.33437  -0.46
C 1.25587 -0.18558 -3.97605  0.04
C 1.81809 -1.30719 -4.58373  -0.52
C 3.17810 -1.33816 -4.82844  -0.52
C 4.02780 -0.26603 -4.49794  -0.85
C 3.47246 0.76421 -3.77715  -0.32
C 2.11175 0.80586 -3.51220  -0.45
C -1.66364 1.20186 -4.01088  0.54
C -2.93879 1.45195 -3.48850  -0.16
C -3.57891 2.65738 -3.77800  -0.67
C -2.96644 3.62149 -4.53380  -0.66
C -1.66406 3.40556 -5.00760  -0.60
C -1.03006 2.20380 -4.73725  -0.33
H -3.49368 -1.44228 -2.32006  0.48
H -2.03915 -0.98799 -5.94790  0.25
H -3.13955 -3.00307 -6.77806  0.37
H -3.02263 -5.16953 -5.48305  0.26
H -2.07813 -5.07586 -3.15278  0.43
H -1.05256 -3.08771 -2.33161  0.63
H 1.16376 -2.14893 -4.86532  0.29
H 3.60859 -2.21923 -5.30439  0.37
H 5.07654 -0.25788 -4.80575  0.36
H 4.04881 1.58604 -3.37794  0.39
H 1.71506 1.62593 -2.95537  0.42
H -3.50435 0.69490 -2.93726  0.06
H -4.60433 2.84458 -3.46285  0.38
H -3.44930 4.52930 -4.76315  0.44
H -1.17919 4.19244 -5.57200  0.39
H -0.01854 2.03660 -5.09877  0.33
F -3.68644 2.45275 5.93870  -0.24
C -4.35064 2.21983 4.79041  0.29
F -5.63421 1.99587 5.11739  -0.23
F -4.27392 3.32991 4.03688  -0.17
S -3.66521 0.74377 3.89631  1.34
O -4.22509 -0.34473 4.68640  -0.68
O -4.23065 0.97096 2.57919  -0.61
O -2.21157 0.92695 4.01749  -0.66

LUMO energy   3.53 eV
HOMO   -2.47 eV
Charge   -2
Electronic energy   -174311.517 eV
Spin multiplicity   1

Gap between HOMO and LUMO values, unit eV, following the record order: 8.045 6.004.
Maximum force values, unit eV Å⁻¹, following the record order: 2.57 1.81.